[1]
Computed, not measured: a cluster of 3 separate species, C30H48IN3O5 in total, with ωB97M-V with the def2-TZVPD basis set.

```
! RIJCOSX wB97M-V def2-TZVPD def2/J DEFGRID3
* xyz 0 3
C 2.272 -6.045 -4.617
O 2.523 -5.187 -5.718
C 2.138 -3.849 -5.529
C 0.653 -3.660 -5.168
C 0.417 -3.299 -3.690
N -0.803 -3.868 -3.102
C -0.996 -5.264 -3.102
O -0.386 -6.062 -2.469
C -2.166 -5.526 -4.004
C -2.634 -6.713 -4.536
C -3.725 -6.641 -5.401
C -4.329 -5.431 -5.721
C -3.851 -4.243 -5.164
I -4.705 -2.395 -5.638
C -2.763 -4.318 -4.305
C -2.013 -3.258 -3.553
O -2.317 -2.140 -3.291
H 1.401 -6.663 -4.827
H 3.124 -6.703 -4.483
H 2.114 -5.511 -3.685
H 2.301 -3.369 -6.488
H 2.769 -3.336 -4.796
H 0.137 -4.567 -5.476
H 0.253 -2.859 -5.782
H 0.303 -2.222 -3.621
H 1.290 -3.530 -3.091
H -2.150 -7.648 -4.304
H -4.106 -7.544 -5.854
H -5.158 -5.370 -6.405
C -1.731 1.210 -2.489
C -1.154 1.002 -1.074
C -2.290 0.771 -0.080
C -3.098 2.033 0.207
C -2.186 3.177 0.650
C -1.007 3.433 -0.293
N -0.307 2.162 -0.655
O 0.493 1.803 0.296
C -1.489 4.165 -1.560
C -0.026 4.386 0.382
C -0.300 -0.255 -1.176
H -2.051 0.253 -2.896
H -2.606 1.855 -2.519
H -0.977 1.622 -3.161
H -1.875 0.394 0.861
H -2.944 -0.014 -0.466
H -3.679 2.328 -0.671
H -3.826 1.827 0.994
H -2.766 4.097 0.745
H -1.801 2.949 1.649
H -0.695 4.209 -2.306
H -1.767 5.189 -1.312
H -2.367 3.716 -2.019
H 0.292 4.026 1.357
H -0.508 5.352 0.530
H 0.862 4.539 -0.233
H 0.520 -0.111 -1.884
H -0.911 -1.082 -1.532
H 0.125 -0.554 -0.220
C 1.780 2.618 3.163
C 2.411 1.732 4.254
C 1.324 0.902 4.936
C 0.413 1.737 5.834
C 1.229 2.536 6.850
C 2.359 3.361 6.228
N 3.156 2.551 5.259
O 4.014 1.818 5.891
C 1.784 4.616 5.542
C 3.270 3.878 7.337
C 3.379 0.811 3.521
H 1.529 2.021 2.289
H 0.850 3.092 3.470
H 2.472 3.397 2.838
H 1.792 0.117 5.539
H 0.734 0.395 4.170
H -0.212 2.405 5.235
H -0.276 1.076 6.365
H 0.571 3.205 7.409
H 1.654 1.839 7.579
H 2.554 5.122 4.958
H 1.424 5.317 6.296
H 0.938 4.411 4.891
H 3.641 3.076 7.971
H 2.710 4.566 7.970
H 4.127 4.413 6.925
H 4.166 1.383 3.029
H 2.834 0.255 2.759
H 3.845 0.086 4.186
*
```

The gap between HOMO and LUMO (spin up / spin down) is 7.535 / 8.468 eV. As for the HOMO energy (spin up / spin down): -8.13 / -9.06 eV. The expectation value of S² is 2.01.

These are the Mulliken partial charges, in e, on atoms 1 to 4:
1. C -0.5701
2. O -0.4348
3. C -0.6978
4. C -0.5201



[2]
Computed, not measured: a structure of composition C30H48LiNO9, with ωB97M-V with the def2-TZVPD basis set.

```
! RIJCOSX wB97M-V def2-TZVPD def2/J DEFGRID3
* xyz 0 1
Li 17.842 30.851 34.778
N 19.890 31.606 33.441
O 19.000 30.877 32.916
O 20.656 32.259 32.729
O 19.928 31.639 34.696
C 19.668 28.772 35.436
O 18.246 28.850 35.374
C 17.655 28.042 34.374
C 16.194 28.446 34.239
O 16.072 29.850 34.335
C 14.896 30.376 33.738
H 20.154 29.096 34.513
H 19.946 27.737 35.656
H 19.954 29.474 36.214
H 17.711 26.990 34.673
H 18.177 28.201 33.424
H 15.590 27.933 34.998
H 15.812 28.085 33.278
H 14.489 31.163 34.373
H 14.144 29.598 33.591
H 15.125 30.831 32.770
C 16.778 30.856 37.747
O 17.160 31.531 36.577
C 16.776 32.898 36.602
C 17.278 33.558 35.339
O 16.903 32.729 34.262
C 17.199 33.336 33.001
H 17.121 29.830 37.688
H 15.697 30.919 37.936
H 17.196 31.337 38.644
H 17.182 33.405 37.483
H 15.681 32.935 36.618
H 18.348 33.788 35.343
H 16.754 34.527 35.303
H 17.286 32.557 32.252
H 18.164 33.857 33.038
H 16.437 34.094 32.800
C 17.008 28.951 30.672
O 16.028 29.223 29.705
C 16.531 29.965 28.613
C 17.256 29.111 27.586
O 16.559 27.935 27.272
C 15.525 28.149 26.318
H 16.915 29.501 31.612
H 18.032 29.138 30.330
H 16.991 27.880 30.906
H 17.164 30.795 28.951
H 15.683 30.470 28.139
H 18.259 28.832 27.921
H 17.440 29.732 26.696
H 15.161 27.182 25.972
H 15.972 28.735 25.514
H 14.636 28.610 26.763
C 26.091 30.446 34.458
C 25.759 29.709 35.575
C 24.428 29.626 35.986
C 23.434 30.255 35.270
C 23.755 30.930 34.078
C 25.072 31.025 33.696
H 27.122 30.562 34.149
H 26.524 29.175 36.127
H 24.232 29.181 36.955
H 22.411 30.323 35.619
H 22.964 31.416 33.519
H 25.330 31.505 32.757
C 20.941 36.243 33.958
C 21.922 35.271 33.864
C 23.181 35.613 33.369
C 23.468 36.938 33.103
C 22.501 37.926 33.303
C 21.250 37.591 33.798
H 19.946 35.978 34.303
H 21.663 34.243 34.086
H 23.902 34.815 33.250
H 24.403 37.307 32.700
H 22.731 38.948 33.031
H 20.486 38.336 33.977
C 18.344 33.434 28.685
C 18.401 32.854 27.429
C 19.292 31.812 27.187
C 19.961 31.220 28.253
C 19.895 31.787 29.520
C 19.053 32.870 29.743
H 17.757 34.313 28.920
H 17.889 33.248 26.558
H 19.432 31.428 26.184
H 20.661 30.413 28.068
H 20.439 31.338 30.340
H 19.100 33.387 30.694
*
```

The gap between HOMO and LUMO is 9.187 eV. As for the HOMO energy: -8.95 eV.

These are the Mulliken partial charges, in e, on atoms 1 to 4:
1. Li 0.9081
2. N 0.8828
3. O -0.5573
4. O -0.6346



[3]
Computed, not measured: a structure of composition C30H48N6O3OsS3SbSi3, with ωB97M-V with the def2-TZVPD basis set.

```
! RIJCOSX wB97M-V def2-TZVPD def2/J DEFGRID3
* xyz 1 1
Os -0.080 -0.289 -0.352
C 3.932 0.316 -2.052
C 2.481 0.366 -1.689
N 1.952 -0.106 -0.593
N 2.821 -0.730 0.321
C 2.411 -1.786 0.952
N 3.087 -2.391 1.892
S 0.706 -2.326 0.712
C 1.477 0.935 -2.541
C 1.790 1.484 -3.751
C 0.709 1.863 -4.624
C -0.547 1.861 -4.168
C -0.782 1.612 -2.705
N 0.198 0.792 -2.063
H 4.496 -0.430 -1.498
H 4.401 1.292 -1.907
H 4.036 0.046 -3.099
H 3.811 -0.557 0.234
H 4.081 -2.200 1.967
H 2.857 -3.393 1.953
H 2.817 1.566 -4.075
H 0.922 2.155 -5.646
H -1.382 2.199 -4.773
H -0.801 2.575 -2.219
C -1.296 2.100 3.464
Sb -2.567 1.321 1.917
C -1.438 1.537 0.054
C -2.414 1.195 -1.014
C -3.776 0.845 -0.775
C -4.597 0.304 -1.725
C -4.116 0.053 -3.014
C -2.857 0.472 -3.283
N -2.085 1.082 -2.343
Si -0.462 3.198 0.249
C -1.723 4.395 0.955
C 0.187 4.237 -1.173
C 1.063 2.897 1.273
C -2.474 -0.850 2.376
C -2.567 -1.648 1.069
C -3.320 -2.836 1.032
C -3.512 -3.565 -0.123
C -2.965 -3.092 -1.304
C -2.220 -1.946 -1.225
N -1.979 -1.245 -0.091
Si -1.086 -1.399 3.590
C -1.037 -3.275 3.590
C -1.410 -0.909 5.358
C 0.625 -0.690 3.264
Si -4.166 -1.013 3.321
C -4.416 0.371 4.554
C -4.361 -2.625 4.257
C -5.573 -0.801 2.108
H -0.916 3.079 3.189
H -0.470 1.443 3.700
H -1.937 2.209 4.340
H -4.187 1.036 0.201
H -5.623 0.064 -1.472
H -4.717 -0.414 -3.782
H -2.400 0.363 -4.257
H -2.398 4.672 0.137
H -1.236 5.316 1.300
H -2.346 4.032 1.773
H -0.544 4.438 -1.964
H 1.095 3.834 -1.638
H 0.444 5.202 -0.721
H 0.870 2.629 2.314
H 1.711 3.782 1.266
H 1.600 2.073 0.813
H -3.738 -3.209 1.956
H -4.083 -4.487 -0.099
H -3.097 -3.597 -2.253
H -1.751 -1.558 -2.114
H -1.518 -3.654 4.497
H -0.004 -3.643 3.590
H -1.537 -3.729 2.728
H -2.347 -1.309 5.752
H -1.398 0.169 5.527
H -0.598 -1.346 5.952
H 1.368 -1.495 3.294
H 0.908 0.016 4.050
H 0.714 -0.172 2.307
H -3.556 0.568 5.194
H -5.249 0.082 5.208
H -4.697 1.306 4.060
H -4.005 -2.520 5.286
H -3.844 -3.486 3.826
H -5.429 -2.871 4.310
H -5.640 0.247 1.800
H -6.515 -1.058 2.609
H -5.502 -1.417 1.207
O 2.803 -5.534 -1.441
S 2.755 -4.511 -0.447
O 3.741 -3.442 -0.524
O 2.446 -4.896 0.923
S 0.939 -3.404 -1.062
*
```

The gap between HOMO and LUMO (spin up / spin down) is 5.688 / 5.603 eV. As for the HOMO energy (spin up / spin down): -9.26 / -9.07 eV.

These are the Mulliken partial charges, in e, on atoms 1 to 4:
1. Os 1.9720
2. C -2.0636
3. C 1.0857
4. N 0.7941



[4]
Computed, not measured: a cluster of 9 separate species, C30H48O30S3 in total, with ωB97M-V with the def2-TZVPD basis set.

```
! RIJCOSX wB97M-V def2-TZVPD def2/J DEFGRID3
* xyz 0 1
C 1.636 -4.380 3.140
C 2.406 -3.331 2.486
C 3.644 -3.913 1.751
O 3.527 -3.610 0.374
C 2.492 -2.795 0.258
O 2.112 -2.316 -0.802
O 1.712 -2.786 1.335
H 2.226 -5.091 3.718
H 0.912 -4.854 2.478
H 0.964 -3.990 3.908
H 2.721 -2.474 3.082
H 3.725 -4.993 1.883
H 4.600 -3.624 2.191
C 5.268 1.686 -0.721
C 4.839 0.625 0.331
C 5.279 0.990 1.804
O 4.122 0.975 2.627
C 3.101 0.781 1.858
O 1.938 0.801 2.195
O 3.462 0.779 0.587
H 5.959 2.412 -0.293
H 4.369 2.107 -1.168
H 5.837 1.198 -1.513
H 5.271 -0.341 0.073
H 5.674 2.007 1.814
H 6.110 0.401 2.189
C -3.694 -3.185 -0.002
C -2.840 -3.816 1.143
C -1.502 -3.180 1.388
O -1.620 -2.742 2.761
C -2.783 -3.066 3.260
O -3.084 -2.655 4.382
O -3.554 -3.690 2.369
H -4.760 -3.171 0.227
H -3.473 -3.691 -0.942
H -3.505 -2.147 -0.279
H -2.734 -4.894 1.026
H -1.255 -2.399 0.670
H -0.735 -3.951 1.439
C 3.552 0.084 -3.396
C 2.759 -0.249 -4.751
C 1.205 -0.267 -4.510
O 0.873 0.769 -5.395
C 1.929 1.468 -5.874
O 1.734 2.534 -6.441
O 2.998 0.657 -5.826
H 2.974 -0.289 -2.552
H 3.780 1.149 -3.417
H 4.475 -0.486 -3.504
H 3.075 -1.257 -5.017
H 0.812 -0.152 -3.500
H 0.747 -1.188 -4.871
C -3.379 3.797 2.942
C -4.526 2.835 3.169
C -5.437 3.036 4.369
O -6.733 2.701 3.940
C -6.641 2.526 2.576
O -7.523 2.096 1.863
O -5.475 2.977 2.219
H -3.739 4.704 2.457
H -2.595 3.431 2.278
H -2.817 4.018 3.850
H -4.175 1.802 3.205
H -5.597 4.089 4.609
H -5.145 2.459 5.245
C 0.843 1.954 -1.074
C 0.241 0.675 -0.380
C -0.767 0.999 0.720
O -2.020 0.686 0.054
C -1.732 -0.011 -1.066
O -2.609 -0.497 -1.752
O -0.437 -0.138 -1.348
H 1.454 1.879 -1.973
H 1.398 2.520 -0.324
H 0.071 2.660 -1.388
H 1.093 0.033 -0.164
H -0.710 2.052 0.989
H -0.559 0.350 1.571
O -2.197 3.209 6.560
S -1.830 1.795 6.442
O -2.526 0.814 7.285
O -1.786 1.346 4.853
C -0.615 0.577 4.548
C 0.195 0.456 5.846
O -0.173 1.647 6.436
H -0.799 -0.379 4.060
H -0.135 1.329 3.922
H 1.280 0.407 5.758
H -0.081 -0.434 6.415
O -2.303 4.527 -4.127
S -1.087 4.361 -4.881
O -1.087 3.608 -6.118
O -0.299 5.724 -5.165
C 1.116 5.589 -5.102
C 1.238 4.633 -3.951
O 0.116 3.778 -3.902
H 1.412 5.214 -6.081
H 1.539 6.558 -4.839
H 1.295 5.127 -2.980
H 2.120 3.992 -3.962
O 0.304 -5.910 -3.888
S -0.503 -4.945 -3.178
O -0.181 -4.768 -1.745
O -0.406 -3.436 -3.904
C -1.672 -2.925 -4.141
C -2.684 -4.107 -4.138
O -2.116 -5.196 -3.379
H -1.904 -2.180 -3.380
H -1.533 -2.421 -5.098
H -2.950 -4.392 -5.155
H -3.513 -3.684 -3.572
*
```

Its SMILES is C[C@H]1COC(=O)O1.C[C@H]1COC(=O)O1.C[C@H]1COC(=O)O1.C[C@H]1COC(=O)O1.C[C@H]1COC(=O)O1.C[C@H]1COC(=O)O1.O=S1(=O)OCCO1.O=S1(=O)OCCO1.O=S1(=O)OCCO1. The gap between HOMO and LUMO is 9.901 eV. As for the HOMO energy: -10.26 eV.

These are the Mulliken partial charges, in e, on atoms 1 to 4:
1. C -1.5034
2. C 0.6702
3. C -0.7668
4. O -0.3336



[5]
Computed, not measured: a structure of composition C30H50AsLaN3P2S4, with ωB97M-V with the def2-TZVPD basis set.

```
! RIJCOSX wB97M-V def2-TZVPD def2/J DEFGRID3
* xyz -1 1
La 0.244 0.105 -0.358
C -0.670 -0.197 3.839
C -0.306 1.265 3.614
C -0.799 2.103 4.788
P -0.892 1.760 1.917
C -0.887 3.599 1.970
C -1.634 4.187 0.784
C 0.561 4.090 1.996
C -2.642 1.256 1.930
C -3.597 1.963 2.655
C -4.903 1.527 2.780
C -5.242 0.319 2.180
C -4.326 -0.397 1.443
C -3.000 0.053 1.254
N -2.059 -0.650 0.550
C -2.450 -1.683 -0.298
C -3.559 -1.603 -1.159
C -3.924 -2.665 -1.955
C -3.199 -3.855 -1.938
C -2.069 -3.928 -1.150
C -1.661 -2.852 -0.362
P -0.156 -2.904 0.660
C -0.756 -3.952 2.090
C -2.028 -3.397 2.721
C 0.303 -4.180 3.165
C 1.011 -4.065 -0.199
C 2.428 -3.764 0.305
C 1.025 -3.928 -1.718
H -0.137 -0.601 4.703
H -1.742 -0.288 4.025
H -0.453 -0.820 2.970
H 0.787 1.352 3.548
H -1.888 2.119 4.827
H -0.447 1.667 5.725
H -0.442 3.130 4.750
H -1.386 3.918 2.895
H -1.170 3.894 -0.160
H -2.675 3.868 0.764
H -1.610 5.276 0.851
H 1.090 3.771 1.095
H 0.588 5.180 2.036
H 1.107 3.717 2.859
H -3.308 2.890 3.128
H -5.628 2.100 3.339
H -6.247 -0.074 2.282
H -4.631 -1.334 0.998
H -4.116 -0.678 -1.201
H -4.778 -2.564 -2.612
H -3.496 -4.693 -2.551
H -1.482 -4.839 -1.146
H -1.005 -4.920 1.629
H -1.849 -2.447 3.218
H -2.817 -3.242 1.989
H -2.391 -4.102 3.470
H 0.672 -3.233 3.556
H -0.129 -4.734 4.000
H 1.154 -4.752 2.801
H 0.730 -5.089 0.080
H 2.720 -2.757 -0.007
H 2.535 -3.824 1.386
H 3.138 -4.463 -0.141
H 1.310 -2.916 -2.026
H 1.771 -4.617 -2.118
H 0.065 -4.152 -2.191
S 1.446 1.871 -4.954
As 1.001 1.137 -3.053
S 1.058 2.631 -1.412
S -0.987 0.202 -2.824
S 2.344 -0.437 -2.280
C 5.651 0.003 -0.459
C 5.368 0.761 0.833
N 4.695 -0.023 1.862
C 5.524 -0.704 2.832
C 5.995 -2.082 2.385
C 3.343 -0.180 1.825
C 2.702 -0.955 2.941
N 2.583 0.323 0.929
H 6.174 0.649 -1.160
H 4.730 -0.312 -0.947
H 6.271 -0.869 -0.273
H 4.759 1.647 0.626
H 6.299 1.127 1.277
H 4.984 -0.782 3.777
H 6.386 -0.058 3.030
H 5.153 -2.695 2.064
H 6.498 -2.594 3.203
H 6.690 -2.015 1.552
H 2.777 -0.417 3.888
H 3.161 -1.931 3.073
H 1.654 -1.098 2.699
H 3.081 0.767 0.156
*
```

The gap between HOMO and LUMO is 6.361 eV. As for the HOMO energy: -4.33 eV. The value obtained for the energy relative to the best compared isomer or geometry (same formula, charge and spin) is 0.0 kJ/mol.

These are the Mulliken partial charges, in e, on atoms 1 to 4:
1. La 1.4584
2. C -1.5430
3. C 0.8567
4. C -1.7634